Below is a molecular structure, C34H57F3MnN2O2Si at a distorted geometry, with properties calculated with ωB97M-V/def2-TZVPD.

Geometry as XYZ:
```
100
Properties=species:S:1:pos:R:3:forces:R:3
O -1.31883 -2.48817 0.37905 -0.850 0.932 -0.313
O 0.20414 -5.89837 -0.79645 -0.026 -0.792 -0.582
C -2.02074 -2.65167 1.63230 0.443 -0.312 -0.103
C -3.13563 -1.65777 1.90368 -0.035 0.024 -0.097
H -1.23749 -2.56069 2.40045 -0.223 -0.074 -0.281
H -2.41414 -3.68094 1.66031 0.039 0.194 0.104
H -2.80375 -0.61789 1.78340 -0.054 -0.251 -0.010
H -3.47310 -1.79033 2.93347 0.054 0.017 -0.002
H -4.00230 -1.83908 1.25828 0.100 0.146 0.108
C -2.18342 -2.22505 -0.75237 0.432 0.396 0.286
C -2.88720 -3.45476 -1.28428 -0.170 -0.199 0.104
H -1.53368 -1.78537 -1.52924 -0.107 -0.283 0.331
H -2.92276 -1.44251 -0.49374 0.353 -0.273 -0.162
H -2.22256 -4.32823 -1.31930 -0.030 0.286 0.056
H -3.23172 -3.24870 -2.30306 -0.090 -0.072 0.134
H -3.76029 -3.69154 -0.66002 0.180 -0.085 -0.204
C 0.99276 -6.28274 -1.94617 -0.112 0.109 0.535
C -0.64000 -6.94469 -0.29696 0.415 0.352 -0.030
C 0.42366 -5.72690 -3.23032 -0.130 0.039 -0.277
H 1.05936 -7.38548 -2.01439 0.076 0.372 0.145
H 2.00703 -5.87894 -1.79336 -0.322 -0.191 0.058
H -0.59851 -6.07696 -3.39212 0.087 0.104 -0.018
H 1.03246 -6.06912 -4.06955 0.020 -0.022 -0.059
H 0.43641 -4.63338 -3.24832 -0.060 -0.101 0.176
C -1.63313 -7.48129 -1.30537 -0.203 -0.171 -0.082
H -1.16329 -6.50844 0.56306 0.150 -0.042 -0.157
H -0.01294 -7.77492 0.06764 -0.079 0.138 0.031
H -2.22018 -6.68708 -1.77573 0.113 -0.049 0.077
H -2.32775 -8.15010 -0.79478 -0.027 -0.034 0.008
H -1.13757 -8.07153 -2.08140 -0.077 0.134 -0.002
H 0.49131 -3.86855 0.47594 0.938 -0.114 0.323
N -0.70498 1.80394 -0.39768 -0.490 0.804 -0.609
C -0.09204 2.93115 -0.79007 -0.962 -1.052 0.472
C 1.23765 2.93121 -1.19513 0.421 1.167 -0.382
C 2.00199 1.84714 -1.63066 0.378 -1.576 0.405
C -0.87179 4.22024 -0.82094 0.260 0.571 0.002
H -1.43614 4.39247 0.10568 0.080 -0.217 -0.250
H -1.57537 4.26450 -1.66610 0.178 -0.159 0.292
H -0.16686 5.05240 -0.94216 -0.220 -0.158 0.001
C 3.21801 2.09703 -2.48095 0.109 0.626 -0.254
H 3.22896 1.45626 -3.37637 0.022 0.086 0.410
H 4.14257 1.93539 -1.90278 -0.326 -0.104 -0.246
H 3.20463 3.14321 -2.81403 0.129 -0.302 0.052
N 1.71922 0.58734 -1.28665 0.554 0.158 -1.019
C -2.13085 1.73938 -0.32927 -0.296 1.010 -0.067
C -2.78955 1.98098 0.89305 -0.068 -0.094 -0.387
C -2.05336 2.37186 2.13867 0.108 0.210 0.521
C -4.18480 1.96193 0.92294 -0.015 -0.122 -0.245
H -4.68155 2.17806 1.87417 0.055 -0.125 -0.384
C -4.91459 1.72335 -0.23973 -0.287 0.107 0.270
H -6.00597 1.73344 -0.20284 0.313 -0.065 -0.022
C -4.26085 1.56183 -1.45534 -0.037 -0.034 -0.040
H -4.81998 1.45128 -2.39150 0.099 0.033 0.431
C -2.87172 1.60382 -1.52521 0.000 0.075 0.636
C -2.22530 1.66420 -2.87060 0.125 -0.278 -0.552
C 2.41033 -0.55360 -1.82510 0.369 0.115 -0.347
C 3.56276 -1.04283 -1.17759 -0.415 0.059 -0.243
C 4.02350 -0.40557 0.09378 0.186 0.137 0.486
C 4.21084 -2.15777 -1.70389 -0.136 -0.224 -0.203
H 5.11292 -2.53518 -1.21237 -0.322 0.129 -0.152
C 3.69631 -2.81577 -2.82192 -0.181 0.234 0.018
H 4.20082 -3.69331 -3.21559 -0.063 0.086 0.055
C 2.52124 -2.35771 -3.42704 0.419 -0.096 0.283
H 2.09201 -2.90410 -4.26692 0.129 0.167 0.116
C 1.87773 -1.21812 -2.94910 0.268 -0.083 0.509
C 0.58663 -0.76712 -3.55121 -0.365 0.177 -0.364
Mn 0.37696 0.21100 0.10350 -0.820 -0.725 -0.680
H -2.02656 1.55713 2.87736 0.080 0.222 -0.280
H -2.58344 3.21080 2.61735 0.161 -0.226 -0.142
H -1.02278 2.69584 1.94536 -0.273 -0.218 0.062
H -1.27948 1.11402 -2.94051 -0.234 0.215 0.160
H -2.03659 2.70768 -3.16618 0.059 -0.267 0.083
H -2.91448 1.24585 -3.61460 0.190 0.090 0.060
H 4.76402 -1.04168 0.59580 -0.116 0.182 -0.156
H 3.18474 -0.27632 0.79596 0.405 0.026 -0.298
H 4.47638 0.58451 -0.07106 -0.152 -0.244 0.077
H 0.52563 0.32760 -3.63155 0.025 -0.340 0.036
H -0.26529 -1.11173 -2.94066 0.230 0.210 -0.184
H 0.45279 -1.18982 -4.55552 0.040 0.079 0.232
H 1.67713 3.91675 -1.35980 -0.170 -0.319 -0.152
C 1.59598 -3.77006 0.55810 0.003 0.030 0.166
Si 2.56627 -5.05565 1.58328 -0.098 0.002 0.079
H 1.96814 -3.77878 -0.47067 0.063 0.014 -0.057
H 1.83475 -2.77351 0.96917 -0.134 -0.348 -0.111
C 1.55770 -5.81824 2.97974 -0.120 0.221 0.023
C 4.09556 -4.23960 2.33815 -0.038 0.171 0.097
C 3.28861 -6.54326 0.67438 -0.099 -0.136 -0.251
H 3.68050 -7.26513 1.40981 -0.086 0.284 -0.152
H 4.12585 -6.23531 0.03799 -0.090 -0.084 -0.021
H 2.55998 -7.07628 0.05245 0.133 0.078 0.132
H 1.27382 -5.06026 3.72317 -0.039 -0.210 -0.125
H 2.16694 -6.58253 3.48125 -0.155 0.146 -0.062
H 0.64764 -6.29734 2.59233 0.156 0.102 0.134
H 3.88446 -3.21208 2.66074 0.075 -0.142 -0.029
H 4.92244 -4.21238 1.61535 -0.161 0.060 0.105
H 4.44834 -4.79968 3.21691 -0.090 0.089 -0.216
F 1.61332 -1.03421 2.39752 -0.111 0.700 0.374
C 0.92026 0.11137 2.02189 0.333 -0.400 1.483
F -0.10299 0.21190 2.95209 0.717 -0.001 0.024
F 1.78878 1.18067 2.28762 -0.514 -0.701 0.303
```
Forces are in eV/Å.

As for the multiplicity: 6. The largest force on an atom is 1.67 eV/Å. The total energy comes out at -3329.83314 hartree. The calculation puts the frontier orbital gap (spin up / spin down) at 0.29982 / 0.31880 hartree.